1.
C6H11N3 | ωB97M-V with the def2-TZVPD basis set

The geometry in XYZ format:
```
20
Properties=species:S:1:pos:R:3:forces:R:3
C -0.24859 -1.31645 -1.61894 0.182 -0.205 0.148
C 0.05463 -0.47742 -0.41345 0.080 0.233 -0.016
C 1.46528 -0.27632 0.24934 -0.415 0.006 -0.229
C 0.75044 0.94016 0.85034 0.676 0.548 0.592
C -0.77086 -0.68209 0.83763 -0.056 0.157 -0.525
C -0.02790 1.09448 -0.47427 -0.410 0.163 0.078
H -0.13736 -2.37200 -1.36623 0.158 -0.019 -0.118
H 0.41888 -1.05654 -2.45015 -0.144 -0.134 0.149
H -1.28810 -1.20339 -1.92434 -0.041 0.169 -0.022
H 2.21006 -0.00675 -0.47875 0.247 0.064 -0.194
H 1.80687 -1.03612 0.94611 0.019 -0.048 0.041
H 1.30558 1.74348 1.36473 -0.317 -0.248 -0.387
H -0.88895 0.90188 2.17183 0.115 -0.314 -0.106
H -2.20460 -1.41438 1.83880 0.327 -0.174 -0.511
H -1.05032 1.52648 -0.39092 0.342 -0.308 0.181
H 0.31631 1.39456 -2.47664 0.443 0.484 1.030
H 0.72738 2.68099 -1.49011 -0.039 0.055 -0.152
N -0.21475 0.27419 1.73531 -0.606 -0.158 0.145
N -1.73251 -1.49777 0.91981 -0.372 0.314 0.938
N 0.72528 1.67323 -1.55915 -0.190 -0.585 -1.041
```
Positions in Å, forces in eV/Å.

The value obtained for the energy relative to the best compared isomer or geometry (same formula, charge and spin) is 106.19 kJ/mol. The lowest unoccupied orbital energy is 0.0320 hartree.

Results of the Mulliken charge analysis, in e, for atoms 1 through 2: number 1, C, carries -1.76; number 2, C, carries 0.58

2.
C21H16FN5O2 | ωB97M-V with the def2-TZVPD basis set

The geometry in XYZ format:
```
45
Properties=species:S:1:pos:R:3:forces:R:3
N -2.58117 -1.62858 -3.81272 0.172 0.506 0.539
C -2.49240 -0.50643 -3.55777 -0.422 0.378 -1.094
C -2.48989 0.95955 -3.52684 0.522 -0.363 0.752
C -3.52934 1.69434 -4.05767 -3.368 0.309 -0.469
C -3.65224 3.08602 -3.92322 1.900 0.515 0.560
C -2.48848 3.68509 -3.32483 -0.555 0.874 -0.506
C -1.39769 2.97976 -2.80402 -2.582 -0.832 -0.931
F -0.39484 3.57610 -2.18335 0.325 0.470 -0.016
C -1.43338 1.59487 -2.87024 -2.718 1.817 -1.244
C -0.33292 0.89745 -2.39947 1.618 -1.805 2.242
C -0.25886 0.43348 -1.09233 0.004 -0.512 0.454
C 0.95050 -0.12755 -0.66989 -2.157 0.214 -0.512
N 1.04162 -0.58770 0.61973 3.484 -0.583 3.703
C 2.28976 -0.55137 1.38585 -3.474 -1.706 0.648
C 2.01419 -1.06444 2.62533 -2.460 0.687 -1.612
C 0.51828 -1.28881 2.65000 4.643 -0.352 -1.216
C -0.03459 -1.99042 3.88215 -1.506 0.403 -1.455
C -1.31736 -1.27766 4.28923 -1.932 -0.705 0.554
C -1.24968 -1.20320 5.81253 1.835 0.897 -0.339
C -0.04683 -2.01926 6.18719 0.683 -1.805 -1.153
O 0.84192 -1.98548 4.99626 -0.902 0.158 0.518
N 0.03007 -1.05768 1.44405 -0.810 0.482 0.139
C 1.95366 -0.16806 -1.67019 1.211 -1.686 5.205
C 1.75441 0.26639 -2.85800 -0.675 2.998 -5.046
N 0.62885 0.81999 -3.24541 0.884 0.394 -2.703
C 3.03257 0.38223 -3.68443 -0.814 -0.097 -0.612
N 4.04400 -0.06968 -2.77626 -0.170 -0.341 -1.350
C 3.33267 -0.59249 -1.71736 3.688 -2.098 1.323
O 3.96175 -1.40407 -1.08092 -0.741 -0.913 1.998
H -4.44728 1.19342 -4.46046 1.245 0.085 0.229
H -4.55897 3.73272 -4.25563 1.923 -1.494 0.537
H -2.38036 4.76484 -3.32405 -0.263 0.054 0.254
H -1.15633 0.51613 -0.46811 0.706 -0.120 0.042
H 3.19844 -0.33457 0.93531 1.290 0.453 -0.827
H 2.65326 -1.36164 3.41788 0.513 0.238 0.411
H -0.31873 -3.01198 3.57719 0.396 0.029 0.241
H -1.33532 -0.22092 4.04636 -0.133 -0.205 -1.114
H -2.25685 -1.82931 3.93535 1.380 0.979 0.234
H -2.05074 -1.60256 6.33747 -1.844 -0.213 0.848
H -1.05966 -0.14764 5.99792 -0.291 -0.076 0.793
H -0.40580 -3.08787 6.35641 0.685 1.002 -0.243
H 0.54947 -1.72524 7.04659 -0.035 0.212 -0.101
H 3.16095 1.38901 -4.04674 -0.014 0.441 -0.073
H 3.08529 -0.29486 -4.51741 -0.675 -0.107 -0.791
H 4.62804 -0.83192 -3.21548 -0.566 1.415 1.183
```
Positions in Å, forces in eV/Å.

The value obtained for the energy relative to the best compared isomer or geometry (same formula, charge and spin) is 11.60 kJ/mol. The lowest unoccupied orbital energy is -0.0060 hartree. Its SMILES is N#Cc1cccc(F)c1-c1cc(-n2ccc([C@@H]3CCCO3)n2)c2c(n1)CNC2=O.

Results of the Mulliken charge analysis, in e, for atoms 1 through 2: number 1, N, carries -0.56; number 2, C, carries -0.02

3.
C4H6N4 | ωB97M-V with the def2-TZVPD basis set

The geometry in XYZ format:
```
14
Properties=species:S:1:pos:R:3:forces:R:3
C -1.06453 -0.59299 -0.29247 -6.363 0.420 0.958
C 0.18226 -0.16611 0.17467 6.664 -0.740 -0.332
C 0.91011 1.02142 -0.14667 4.248 6.211 -0.225
C 1.43073 -1.01336 0.23814 1.460 -1.270 -1.256
H -4.22176 0.73346 0.64404 4.126 -2.417 -2.909
H -3.60770 -0.93053 -0.71393 1.668 4.201 2.256
H -1.35382 -1.58043 -1.19084 0.944 3.548 3.056
H 0.37226 0.09343 1.20200 -1.150 -0.037 1.958
H 0.46620 2.16389 0.23232 1.366 -3.311 -2.012
H 1.09287 -2.03258 0.39630 1.468 -0.593 0.197
N -3.19199 0.19240 -0.16723 -6.748 -1.259 0.709
N -2.00336 0.23823 0.37244 2.683 -4.331 -3.906
N 2.32041 0.91011 -0.27040 -4.790 -0.408 1.462
N 2.66073 -0.47516 0.00636 -5.576 -0.014 0.042
```
Positions in Å, forces in eV/Å.

The value obtained for the energy relative to the best compared isomer or geometry (same formula, charge and spin) is 996.96 kJ/mol. The lowest unoccupied orbital energy is -0.0177 hartree.

Results of the Mulliken charge analysis, in e, for atoms 1 through 2: number 1, C, carries -0.21; number 2, C, carries 0.55

4.
C3H5FOS | ωB97M-V with the def2-TZVPD basis set

The geometry in XYZ format:
```
11
Properties=species:S:1:pos:R:3:forces:R:3
O 2.24167 0.93706 -0.32749 -0.169 -0.923 -0.082
C 1.40223 0.11919 -0.04143 0.135 0.499 0.928
S 1.68635 -1.67151 -0.00935 -0.994 1.004 -0.235
C 0.01424 0.64819 0.46394 0.956 -0.151 -1.142
C -1.16138 0.08558 -0.35663 -1.367 1.058 2.499
F -1.45371 -1.24273 -0.07790 0.137 -0.744 0.506
H 0.32550 -1.79913 0.02366 0.861 -0.646 0.134
H 0.21226 1.72173 0.20744 -0.953 -0.704 0.522
H -0.11673 0.49550 1.56017 0.103 0.056 -0.860
H -1.05040 0.09823 -1.39117 0.530 0.548 -1.813
H -2.10004 0.60790 -0.05124 0.761 0.003 -0.457
```
Positions in Å, forces in eV/Å.

The value obtained for the energy relative to the best compared isomer or geometry (same formula, charge and spin) is 21.90 kJ/mol. The lowest unoccupied orbital energy is 0.0263 hartree. Its SMILES is O=C(S)CCF.

Results of the Mulliken charge analysis, in e, for atoms 1 through 2: number 1, O, carries -0.49; number 2, C, carries 0.45

no.,Kohn-Sham gap (Eh)
1,0.3648
2,0.3239
3,0.3056
4,0.3942